The following is a DFT calculation (ωB97M-V with the def2-TZVPD basis set) of a molecular structure, C36H30Co2N2O5P at a distorted geometry.

The geometry in XYZ format:
```
76
Properties=species:S:1:pos:R:3
O 3.92 2.68 -0.66
C 2.97 2.13 -0.27
Co 1.44 1.27 -0.13
C 1.60 0.93 1.60
O 1.69 0.92 2.77
C 0.43 2.71 -0.04
O -0.23 3.65 0.11
C 1.05 0.35 -1.63
C 2.29 0.03 -1.06
C 3.36 -0.77 -1.25
C 4.74 -0.35 -1.02
C 5.68 -0.46 -2.07
C 7.04 -0.48 -1.79
C 7.50 -0.43 -0.46
C 6.58 -0.13 0.56
C 5.24 0.07 0.24
Co -0.61 -0.10 -0.68
C -0.51 -1.18 0.68
O -0.50 -2.00 1.51
C -1.15 -1.11 -1.96
O -1.61 -1.68 -2.86
P -2.51 0.84 -0.27
C -2.88 1.20 1.49
C -4.19 1.41 1.96
C -4.43 1.54 3.33
C -3.37 1.42 4.24
C -2.06 1.28 3.78
C -1.82 1.22 2.40
C -2.81 2.41 -1.18
C -3.32 3.55 -0.55
C -3.55 4.72 -1.30
C -3.23 4.75 -2.66
C -2.71 3.61 -3.29
C -2.52 2.44 -2.56
C -3.95 -0.21 -0.76
C -4.88 0.21 -1.73
C -5.85 -0.68 -2.20
C -5.94 -1.97 -1.68
C -5.07 -2.36 -0.66
C -4.09 -1.48 -0.19
H 0.91 0.53 -2.71
H 3.25 -1.69 -1.86
H 5.30 -0.50 -3.09
H 7.74 -0.55 -2.62
H 8.56 -0.59 -0.23
H 6.90 0.00 1.61
H 4.54 0.49 0.97
H -5.03 1.46 1.25
H -5.44 1.73 3.69
H -3.56 1.43 5.32
H -1.22 1.21 4.47
H -0.79 1.18 2.02
H -3.56 3.53 0.51
H -3.98 5.60 -0.80
H -3.37 5.68 -3.22
H -2.47 3.63 -4.35
H -2.16 1.54 -3.06
H -4.85 1.23 -2.10
H -6.54 -0.35 -2.98
H -6.69 -2.66 -2.05
H -5.14 -3.36 -0.23
H -3.45 -1.78 0.65
C 2.42 -4.30 -0.58
C 2.73 -3.53 0.65
N 3.13 -2.30 0.74
C 3.37 -2.02 2.17
C 2.90 -3.24 2.93
N 2.57 -4.13 1.85
H 1.89 -5.21 -0.29
H 1.79 -3.68 -1.21
H 3.34 -4.58 -1.12
H 4.44 -1.85 2.35
H 2.85 -1.13 2.50
H 3.66 -3.64 3.60
H 1.99 -3.03 3.53
H 2.21 -5.06 1.98
```

Multiplicity   1
Energy relative to the best compared isomer or geometry (same formula, charge and spin)   0.2038 eV
Total charge   -1
HOMO   -3.54 eV


The following is a DFT calculation (ωB97M-V with the def2-TZVPD basis set) of 11 unconnected molecules or ions with the total composition C7H35NO10 at a distorted geometry.

The geometry in XYZ format:
```
53
Properties=species:S:1:pos:R:3
C 3.72 -0.87 0.57
C 2.64 -0.91 -0.52
C 1.64 -2.09 -0.13
C 0.06 -1.82 -0.33
C -0.56 -3.01 -0.24
C -0.70 -0.57 -0.54
C -0.46 -0.02 -1.93
N 3.32 -1.46 -1.78
H 4.49 -0.19 0.41
H 3.25 -0.54 1.56
H 4.10 -1.90 0.81
H 2.13 0.12 -0.66
H 1.96 -2.90 -0.75
H 1.77 -2.32 0.96
H -1.63 -3.21 -0.37
H -0.04 -3.98 -0.20
H -1.75 -0.67 -0.34
H -0.40 0.11 0.26
H 0.55 -0.34 -2.39
H -1.30 -0.45 -2.58
H -0.58 1.04 -2.01
H 4.31 -1.54 -1.73
H 3.09 -0.94 -2.56
H -1.24 2.08 0.98
H -2.27 2.59 -0.06
O -2.05 2.35 0.85
H 0.25 -3.21 -2.56
H 1.09 -2.38 -3.44
O 0.47 -2.97 -3.47
H -4.46 2.18 1.91
H -3.95 1.63 0.63
O -4.46 1.34 1.39
H 1.49 2.39 1.74
H 0.76 0.97 1.77
O 0.71 1.77 1.35
H -1.85 4.09 -1.45
H -2.72 4.38 -0.07
O -2.79 4.20 -1.05
H 0.48 3.51 -0.32
H 0.25 2.16 -0.33
O 0.23 2.90 -0.98
H 1.51 1.76 -2.38
H 1.81 1.43 -3.89
O 1.93 1.22 -3.01
H 0.57 -0.81 2.96
H 2.10 -0.33 3.37
O 1.45 -0.44 2.62
H -3.57 -1.14 2.11
H -3.33 0.13 2.31
O -2.95 -0.62 2.51
H -1.40 -1.42 2.81
H -1.29 -1.41 4.39
O -0.73 -1.62 3.57
```

Multiplicity   1
Energy relative to the best compared isomer or geometry (same formula, charge and spin)   2.9887 eV
SMILES string   C=C(CC)C[C@@H](C)N.O.O.O.O.O.O.O.O.O.O
Total charge   0
HOMO   -8.64 eV


The following is a DFT calculation (ωB97M-V with the def2-TZVPD basis set) of a single C5H8N2O2 molecule at a distorted geometry.

The geometry in XYZ format:
```
17
Properties=species:S:1:pos:R:3
C -0.34 -0.21 1.73
C -0.01 0.19 0.36
C -0.34 -0.35 -0.87
C 1.12 1.29 -1.34
C 0.74 1.48 0.12
H -0.77 -1.80 2.88
H -0.81 -2.05 1.14
H -1.97 -1.46 -1.10
H -0.85 -1.80 -2.15
H 0.95 2.15 -1.97
H 2.17 0.98 -1.47
H -0.01 2.24 0.34
H 1.51 1.62 0.85
N -0.52 -1.52 1.93
N -0.94 -1.60 -1.21
O -0.34 0.64 2.62
O 0.40 0.20 -1.86
```

Multiplicity   1
Energy relative to the best compared isomer or geometry (same formula, charge and spin)   1.3487 eV
SMILES string   NC(=O)C1=C(N)OCC1
Total charge   0
HOMO   -8.18 eV